(1)
One molecule with the formula C5H8O2, computed with wB97M-V/def2-TZVPD.

Cartesian coordinates (Å):
1 H -1.278 -0.567 -1.480
2 O 0.737 1.173 -0.890
3 C -1.248 -0.107 0.755
4 H 0.523 -0.990 1.736
5 H -1.144 1.658 -0.022
6 H 2.696 0.392 -0.600
7 C 0.563 -0.105 -0.271
8 C 1.741 0.178 -1.078
9 C -0.761 -0.805 -0.547
10 H -0.686 -1.889 -0.410
11 C 0.237 -0.068 1.218
12 H -1.967 -0.639 1.381
13 H 1.801 -0.212 -2.095
14 O -1.781 1.172 0.524
15 H 0.566 0.810 1.779

The calculation puts the HOMO energy at -0.3686 hartree. The total energy comes out at -9407.4743 eV. As for the SMILES: O[C@H]1C[C@]2(CO2)C1. For the HOMO-LUMO gap, the calculation gives 0.4030 Ha. Its spin multiplicity is 1. The LUMO energy is 0.034 Ha.


(2)
A 16-piece molecular cluster, C59H158N18O27 overall, computed with wB97M-V/def2-TZVPD.

Cartesian coordinates (Å):
1 C -2.339 2.539 -2.689
2 C 0.191 -4.457 -1.747
3 N -1.977 -0.221 0.467
4 H 5.165 -1.273 1.611
5 H 2.449 5.659 2.787
6 H -1.498 2.427 -5.269
7 H 0.384 1.229 -5.880
8 H 2.687 1.882 1.929
9 C -4.215 -1.739 2.558
10 H -3.718 5.016 0.677
11 H 2.328 3.961 0.618
12 H 5.609 -1.864 7.396
13 O 5.620 -5.248 -2.033
14 H 7.213 -4.554 -0.883
15 C 5.544 -3.497 9.174
16 H 0.591 2.956 -0.097
17 O -3.705 -1.388 -1.448
18 H 8.379 3.024 -0.110
19 N 0.222 0.337 -5.426
20 C 5.563 3.532 1.409
21 H -1.865 -2.190 7.289
22 H -7.035 -5.511 -2.159
23 H -3.389 -8.641 -6.983
24 H -4.374 -5.381 -7.855
25 C -4.548 4.752 0.011
26 H -2.515 5.285 4.822
27 H 7.138 -3.938 -2.489
28 C -0.616 -8.886 -6.756
29 C -5.159 -1.409 3.704
30 H 1.975 8.421 0.739
31 H 0.432 -7.328 -8.424
32 H 6.274 -3.111 9.892
33 H 0.147 2.831 -1.878
34 H -3.458 5.565 -1.655
35 O -1.077 6.787 4.809
36 O 3.081 3.980 4.822
37 H 3.162 7.184 1.083
38 H -3.556 -2.380 0.248
39 C 0.714 -1.040 5.760
40 H -5.703 -6.483 -2.757
41 O -0.067 -1.417 6.827
42 O 3.521 8.578 4.441
43 H -0.470 -3.348 -4.797
44 C -1.500 -4.710 1.885
45 H 3.415 1.672 -8.709
46 C -2.969 -1.064 -2.691
47 H 0.188 -0.348 5.071
48 C 4.764 -4.259 -1.531
49 H 4.250 -0.695 0.307
50 H -0.363 -3.508 3.080
51 C 1.944 -0.406 6.363
52 H 1.018 -1.562 -5.748
53 H -2.262 3.534 -3.169
54 C -0.338 0.495 2.277
55 H 1.125 -4.589 0.154
56 H 0.255 -9.543 -6.544
57 C 3.118 1.925 -7.670
58 N 2.755 -1.265 7.086
59 H 7.906 2.427 1.561
60 O 4.499 -2.605 8.911
61 O -1.355 1.681 -3.300
62 H 3.047 1.859 -1.958
63 H 5.411 5.322 2.458
64 H -5.806 3.054 1.406
65 O 3.025 -0.606 -1.336
66 H 0.469 -5.492 -2.044
67 H -3.352 -3.284 -7.774
68 C -4.467 5.596 -1.202
69 H -4.934 6.389 -3.802
70 H -0.159 3.460 3.381
71 H 2.900 2.992 -7.535
72 H -5.353 -2.430 -2.025
73 C 2.384 -0.104 -2.235
74 H 2.779 -0.753 -7.428
75 C 3.971 0.317 2.049
76 C -0.497 -4.090 -3.990
77 C 1.187 -3.865 -0.689
78 H 1.842 9.309 5.483
79 H -4.202 2.291 1.553
80 H -4.727 -1.741 4.701
81 H -2.894 1.504 -4.741
82 H -1.357 2.391 4.002
83 H -1.773 0.123 -6.293
84 C 1.268 7.004 1.921
85 H -5.314 3.141 -1.025
86 C 4.697 8.934 5.212
87 H -6.474 -0.105 -1.881
88 N -0.683 -5.773 1.652
89 H -5.469 5.046 0.593
90 H 1.534 0.494 6.904
91 H 4.010 1.743 -7.104
92 O -2.536 -4.671 1.236
93 H 2.275 -1.877 7.751
94 O -4.435 -4.372 -3.496
95 H -2.264 -1.900 -3.005
96 H -5.624 0.409 1.264
97 O -4.293 -8.080 -2.611
98 N 2.944 1.000 1.510
99 C 4.842 5.243 5.967
100 H 1.052 -8.907 -8.850
101 H 2.844 -2.690 -1.062
102 C 3.872 4.913 -0.562
103 C -3.906 -8.606 -4.937
104 H 3.849 4.475 2.229
105 H 0.504 -0.216 2.330
106 C -2.896 6.720 3.208
107 O 0.249 -3.579 -2.903
108 H 7.547 -5.668 -2.133
109 C -1.807 1.520 -4.702
110 H 5.275 6.137 0.316
111 H -8.152 0.225 -1.091
112 H -4.661 0.658 -0.277
113 H -2.708 -0.724 1.872
114 H -0.342 -5.070 -4.350
115 H 4.340 0.041 6.959
116 H -2.212 2.566 -1.606
117 H 0.405 -0.853 -7.209
118 H 1.853 8.949 3.624
119 H -4.888 -3.160 -6.971
120 H -4.636 -1.318 1.655
121 O -5.374 -0.013 3.766
122 H 4.985 2.782 0.869
123 H -0.005 0.575 0.186
124 H 5.761 3.045 2.375
125 H -1.289 1.627 0.766
126 H -1.318 -2.406 5.497
127 O 0.085 7.354 1.814
128 H 3.041 1.926 4.976
129 H 5.163 -4.426 9.574
130 C -1.581 -1.504 -0.105
131 H 4.157 3.243 6.522
132 H 3.149 -5.642 -1.050
133 H -2.280 -0.222 -2.599
134 H -4.441 -7.618 -0.687
135 H 4.473 4.038 -0.740
136 H 4.936 -3.337 -2.110
137 H -1.091 -2.145 0.662
138 H -4.073 -2.763 2.251
139 C 2.324 2.763 4.866
140 O -4.799 -5.621 -5.952
141 H -1.949 -10.481 -6.326
142 H -2.428 0.307 -0.229
143 C -7.076 0.107 -0.942
144 H -6.154 -1.927 3.555
145 H -1.521 -9.636 -4.934
146 N 2.559 -3.651 -0.951
147 H -0.146 -8.153 -9.907
148 H -0.443 -7.845 -6.405
149 N -5.936 -3.249 -2.072
150 O 4.293 0.569 3.191
151 O -2.924 -1.154 2.766
152 H -1.987 -3.061 2.651
153 H 3.577 0.053 8.579
154 O -0.910 -8.910 -8.105
155 H -3.970 6.603 3.112
156 H -1.479 2.832 2.335
157 H 2.985 0.095 -5.898
158 C -0.871 0.625 0.839
159 N 1.509 5.968 2.744
160 H -1.179 0.084 2.850
161 C -5.033 2.478 0.845
162 H 1.863 1.741 -3.171
163 H -4.514 -5.388 -5.072
164 N 4.669 -0.467 1.197
165 C 2.318 -0.087 -6.723
166 C -2.848 -2.216 -0.555
167 C -0.747 2.590 3.111
168 H -1.487 -0.641 -4.764
169 H -3.205 -6.687 -1.504
170 H 2.582 0.907 0.581
171 N -4.606 3.286 -0.315
172 C 5.017 -1.471 8.252
173 O -5.467 5.273 -2.132
174 H -4.718 -8.014 -5.322
175 H -4.248 -9.624 -4.791
176 H 4.000 5.530 -1.480
177 O 0.159 1.611 2.783
178 C -1.237 0.260 -5.338
179 H -3.355 2.229 -2.822
180 H 5.277 5.014 4.974
181 H 1.935 5.519 -0.156
182 C 2.348 9.368 4.542
183 O -3.205 -3.021 -5.803
184 H 5.714 7.135 4.645
185 H -0.130 4.308 -1.094
186 H -0.913 -1.314 -1.028
187 H 4.463 9.520 6.132
188 C -1.381 -1.787 6.403
189 H -0.102 -5.974 2.474
190 H -1.436 6.418 1.993
191 C 2.436 4.576 -0.295
192 H 3.497 6.695 5.761
193 C -3.349 -7.910 -3.731
194 H -0.992 7.692 4.468
195 H 1.593 -1.814 -3.014
196 O 6.762 3.931 0.715
197 H 2.520 -0.007 5.524
198 H 5.717 -0.928 8.889
199 H -0.802 -4.471 -1.302
200 C -5.437 1.121 0.433
201 H -4.495 0.410 3.495
202 O 1.989 1.139 -7.310
203 C 6.933 -4.800 -1.885
204 H -2.997 -5.551 -6.842
205 C 7.572 2.810 0.567
206 C -5.009 5.348 -3.472
207 H 4.955 -4.015 -0.481
208 H 0.997 -2.003 5.232
209 H -2.515 -3.089 -1.148
210 N -2.891 -8.538 -6.105
211 C 0.556 3.469 -1.079
212 H -2.719 7.806 3.164
213 C 5.353 7.608 5.521
214 N 2.302 7.681 1.348
215 H -3.637 -3.156 -4.926
216 H -1.580 -4.096 -3.663
217 H -4.036 4.883 -3.619
218 H 1.622 2.703 5.722
219 H -2.425 -8.420 -3.493
220 H 2.939 4.541 6.825
221 H 1.076 -0.305 -3.775
222 H 5.388 9.544 4.616
223 N -1.273 -3.760 2.814
224 H 2.620 10.405 4.315
225 H 6.994 1.994 0.128
226 H -1.968 -0.889 6.212
227 C -5.382 -4.388 -2.706
228 C -1.770 -9.464 -6.011
229 C 3.701 4.188 6.085
230 N 1.650 -0.837 -3.127
231 N 4.437 6.633 6.116
232 H -3.114 6.944 5.268
233 O -2.279 5.967 2.222
234 C 0.952 -0.642 -6.316
235 N -6.081 -5.554 -2.458
236 H 0.758 -2.885 -0.342
237 C 4.773 4.774 1.736
238 C 3.314 -4.721 -1.625
239 H 1.791 2.645 3.930
240 C 3.863 -0.578 7.712
241 N 4.438 5.658 0.604
242 H 6.272 7.654 6.144
243 O 1.820 3.909 -1.356
244 H -2.916 -8.418 -1.091
245 H 5.631 4.978 6.709
246 H -1.266 -6.571 1.290
247 H 3.120 -4.912 -2.690
248 H -4.622 6.640 -0.975
249 C -3.663 -7.702 -1.457
250 C -2.428 6.381 4.581
251 N 2.358 1.303 -2.396
252 H -3.150 -6.903 -3.958
253 H 6.045 -3.677 8.200
254 H 0.694 5.719 3.258
255 O -6.630 1.275 -0.317
256 H -6.919 -0.759 -0.294
257 H -5.814 4.836 -3.993
258 C 0.170 -8.277 -8.879
259 C -3.952 -5.069 -6.933
260 H -3.716 -0.927 -3.483
261 C -3.912 -3.598 -6.875
262 H -6.464 -3.272 -1.262

The calculation puts the HOMO energy at -0.3032 hartree. The total energy comes out at -145841.8980 eV. For the HOMO-LUMO gap, the calculation gives 0.3182 Ha. Its spin multiplicity is 1. The LUMO energy is 0.015 Ha.


(3)
C8H10BaO4S as an isolated structure, computed with wB97M-V/def2-TZVPD.

Cartesian coordinates (Å):
1 H -1.901 1.613 2.044
2 C 0.221 0.794 -4.278
3 H -0.788 -1.087 -4.543
4 C 2.987 -0.112 0.082
5 O -3.630 0.325 -0.352
6 C 0.064 -2.959 0.036
7 H -0.671 1.426 -4.412
8 H -0.963 1.532 3.613
9 C -1.378 0.954 2.774
10 S -0.108 -0.059 1.958
11 C 0.157 -0.556 -4.347
12 O 4.128 -0.022 0.168
13 H -2.110 0.290 3.252
14 H 1.079 -0.355 4.097
15 H 0.086 -1.706 3.734
16 O 0.359 3.619 0.215
17 Ba 0.205 0.080 -1.258
18 C -2.493 0.152 -0.365
19 C 0.750 -0.980 3.252
20 H 1.171 1.338 -4.391
21 O -0.035 -4.084 0.204
22 H 1.603 -1.505 2.821
23 C 0.217 2.477 0.217
24 H 1.050 -1.176 -4.522

The calculation puts the HOMO energy at -0.5742 hartree. The total energy comes out at -28160.2048 eV. For the HOMO-LUMO gap, the calculation gives 0.2820 Ha. The net charge is +2. Its spin multiplicity is 1. The LUMO energy is -0.292 Ha.


(4)
C41H42MgP2Se as an isolated structure, computed with wB97M-V/def2-TZVPD.

Cartesian coordinates (Å):
1 H 0.481 -2.711 -3.450
2 H -4.274 6.292 5.874
3 C -3.458 5.331 4.132
4 H -2.595 5.990 4.055
5 P 3.750 -0.242 -0.628
6 C -3.524 4.145 3.347
7 C 2.816 -0.308 0.973
8 H -2.064 -1.771 3.158
9 C -6.006 -1.260 3.187
10 H -2.696 0.767 3.176
11 C -3.273 -1.271 1.427
12 C -4.441 5.577 5.070
13 C -1.012 2.740 -0.225
14 C -1.483 0.337 -4.852
15 C -4.800 3.562 3.155
16 H -7.102 -1.291 3.227
17 H -5.776 -1.171 5.372
18 C -3.283 -0.032 3.616
19 C 1.304 -0.487 3.314
20 H 9.280 -1.677 0.342
21 C 8.222 -1.410 0.193
22 C 7.823 -0.075 0.022
23 C 2.485 -1.189 -6.284
24 H 5.059 -2.232 -8.272
25 C -0.073 -1.855 -3.836
26 H -6.651 -0.335 1.343
27 H 0.924 -0.004 -0.091
28 C -5.716 -0.634 1.850
29 C -2.134 -0.884 -4.665
30 H -4.053 0.850 5.351
31 C 3.173 -0.934 -5.091
32 H 5.111 -1.051 -4.123
33 C -3.059 -1.360 2.936
34 C 1.431 -0.009 0.929
35 C -5.843 3.903 4.012
36 H 7.540 -3.464 0.266
37 H -3.192 -0.994 -4.899
38 H -2.390 -0.812 0.921
39 C 5.235 -1.651 -6.186
40 H -3.370 -2.284 0.988
41 H 2.578 -1.941 -8.306
42 C -1.418 -1.983 -4.191
43 H -4.680 -0.271 0.058
44 C -5.599 -0.507 4.506
45 H -0.862 3.602 0.482
46 C -0.140 0.478 -4.518
47 H 6.209 1.278 -0.396
48 H 8.587 0.709 0.069
49 H 0.722 -0.600 4.227
50 H 6.314 -1.821 -6.154
51 H -0.780 3.207 -1.217
52 H -2.106 2.649 -0.264
53 P 2.313 -0.312 -3.519
54 Mg 0.162 1.080 -1.208
55 C 5.485 -0.757 -0.209
56 H -3.770 -2.065 3.379
57 H -4.971 2.791 2.397
58 C 4.560 -1.189 -5.052
59 C 7.246 -2.414 0.173
60 C 3.147 -1.701 -7.405
61 H 0.368 1.439 -4.663
62 C 4.533 -1.882 -7.378
63 H 2.503 -2.796 -3.139
64 H -6.799 3.365 3.940
65 C 2.673 -1.851 -2.605
66 C 0.569 -0.621 -3.986
67 C 2.683 -0.683 3.352
68 H 3.390 -2.739 -0.787
69 H -5.724 -2.334 3.228
70 C 5.892 -2.076 0.043
71 Se -1.970 3.341 2.863
72 H -2.026 1.181 -5.277
73 H 3.197 -0.936 4.275
74 C -4.255 0.159 4.520
75 C 3.220 -1.825 -1.366
76 H -0.386 0.085 2.093
77 H -6.486 5.132 5.687
78 C -4.579 -0.566 1.114
79 H -6.329 0.322 4.627
80 C -5.677 4.900 4.986
81 H 5.147 -2.861 0.117
82 H -1.885 -2.959 -4.084
83 C 3.456 -0.553 2.191
84 C 6.481 0.243 -0.208
85 H 1.414 -1.018 -6.336
86 C 0.683 -0.132 2.105
87 H 4.544 -0.668 2.205

The calculation puts the HOMO energy (spin up / spin down) at -0.1786 / -0.1785 hartree. The total energy comes out at -132558.6672 eV. For the HOMO-LUMO gap (spin up / spin down), the calculation gives 0.1041 / 0.1039 Ha. Its spin multiplicity is 1. The LUMO energy (spin up / spin down) is -0.075 / -0.075 Ha.


(5)
C23H41N4O2P2Pd as an isolated structure, computed with wB97M-V/def2-TZVPD.

Cartesian coordinates (Å):
1 C 2.212 0.870 0.232
2 H 2.100 -0.193 2.852
3 C -2.318 -2.752 5.745
4 H -1.184 -5.606 4.321
5 C 3.578 2.544 -0.780
6 H -0.185 -3.974 2.774
7 H 1.488 -0.723 4.438
8 H 3.142 3.412 -0.279
9 N -0.024 1.420 -3.006
10 H 1.624 1.427 0.971
11 H -2.570 -4.826 6.217
12 C -2.056 2.085 -0.118
13 H 0.048 3.865 -1.663
14 H 4.306 0.590 -0.219
15 H -2.218 1.182 0.464
16 C 0.632 -3.993 -1.504
17 C -0.950 -2.253 3.818
18 H 2.096 2.833 -2.373
19 H -1.913 0.527 2.885
20 C -1.335 -4.546 4.483
21 H 0.013 -0.430 -4.041
22 P -0.137 -1.099 2.683
23 C 1.211 -2.686 -0.964
24 H 1.080 1.967 -5.570
25 C -0.206 3.584 -0.638
26 H -2.931 -2.406 6.568
27 C 1.540 -0.969 3.376
28 H 4.027 1.638 1.176
29 C -1.734 -1.827 4.886
30 C -0.837 0.529 3.062
31 H 1.301 -1.890 -1.699
32 H 1.283 -4.839 -1.266
33 H -0.645 0.842 4.091
34 O -1.043 -3.634 0.118
35 H -1.200 -5.783 -2.187
36 H 0.547 -3.975 -2.592
37 H -0.849 3.193 -5.223
38 C -2.232 3.371 0.676
39 H 3.189 1.482 -2.629
40 C -1.026 2.137 -5.028
41 H -0.385 1.249 2.377
42 O -0.500 -0.318 -1.076
43 C 0.533 0.536 -4.051
44 H 2.151 -0.185 0.495
45 C -0.691 -4.287 -0.880
46 H 1.595 0.352 -3.887
47 H -2.099 1.157 -3.399
48 H -3.280 3.656 0.767
49 N 1.712 1.126 -1.136
50 H -2.741 2.061 -0.971
51 C -0.763 -3.622 3.621
52 H 2.063 -1.919 3.259
53 C 2.639 2.038 -1.867
54 H -2.348 -5.451 -0.930
55 C 3.655 1.368 0.189
56 H 0.682 3.742 -0.024
57 N -0.647 2.171 -0.554
58 H -1.902 -0.771 5.056
59 C -2.115 -4.109 5.546
60 H 4.545 2.839 -1.184
61 H -1.876 1.832 -5.636
62 C 0.243 1.309 -5.338
63 H -1.622 2.818 -3.018
64 H -1.990 4.775 -0.951
65 C -1.407 4.386 -0.115
66 H -1.828 3.251 1.684
67 H -1.091 5.237 0.487
68 Pd 0.080 -1.842 0.397
69 H 0.108 0.639 -6.186
70 H 2.127 -2.804 -0.389
71 C -1.314 1.910 -3.535
72 P 0.105 1.015 -1.429
73 N -1.466 -5.255 -1.377

The calculation puts the HOMO energy at -0.3947 hartree. The total energy comes out at -56626.7858 eV. For the HOMO-LUMO gap, the calculation gives 0.2846 Ha. The net charge is +1. Its spin multiplicity is 1. The LUMO energy is -0.110 Ha.


(6)
One molecule with the formula C5H7NO, computed with wB97M-V/def2-TZVPD.

Cartesian coordinates (Å):
1 H -2.749 0.333 -0.044
2 H 0.339 1.986 0.862
3 C 0.063 -1.213 -0.112
4 H -0.005 -1.842 0.794
5 C 0.402 0.927 0.628
6 O 2.561 -1.533 -0.450
7 C -1.818 0.694 -0.490
8 H -1.849 0.471 -1.566
9 C 1.596 -0.905 -0.075
10 H 2.496 0.707 0.957
11 N 1.631 0.247 0.718
12 H -0.330 -1.807 -0.942
13 H -1.782 1.782 -0.389
14 C -0.555 0.154 0.109

The calculation puts the HOMO energy at -0.3092 hartree. The total energy comes out at -8835.7996 eV. As for the SMILES: CC1=CNC(=O)C1. For the HOMO-LUMO gap, the calculation gives 0.3407 Ha. Its spin multiplicity is 1. The LUMO energy is 0.032 Ha.


(7)
One molecule with the formula C7H12N2O2, computed with wB97M-V/def2-TZVPD.

Cartesian coordinates (Å):
1 H -2.306 -0.328 -1.573
2 H 0.375 -1.592 -1.563
3 H -0.786 0.489 -1.675
4 C -0.331 0.848 1.035
5 H 1.130 -2.181 0.296
6 H -2.125 1.606 -0.083
7 H 1.014 2.388 1.069
8 H -1.044 -2.258 -1.049
9 H -0.666 1.322 2.089
10 C -1.296 -0.135 -1.083
11 C -0.465 -1.441 -0.944
12 H -0.327 -2.165 1.242
13 N 1.638 0.457 0.252
14 C 0.717 -0.341 1.068
15 C -1.577 0.571 0.240
16 O 3.124 -1.026 -0.199
17 C 0.255 -1.700 0.385
18 H 0.302 1.650 -1.482
19 H -2.385 -0.062 0.905
20 H 0.922 -0.423 2.158
21 N 2.659 0.128 -0.403
22 C 0.687 1.783 0.267
23 O 0.483 2.410 -0.951

The calculation puts the HOMO energy at -0.3270 hartree. The total energy comes out at -14523.7573 eV. As for the SMILES: O=NN1[C@@H]2CCCC[C@@H]2[C@@H]1O. For the HOMO-LUMO gap, the calculation gives 0.3461 Ha. Its spin multiplicity is 1. The LUMO energy is 0.019 Ha.


Question: Number 7 is which compound?
Answer: C7H12N2O2


Question: The highest total energy belongs to which entry?
Answer: C5H7NO